Entry one
Formula: C4H14N2O2
Source: OMol25
Level of theory: wB97M-V/def2-TZVPD

## Properties
E_HOMO (eV): -17.84
Molar mass (g mol⁻¹): 122.17
Spin multiplicity: 1
Total charge: +2
Gap between HOMO and LUMO (eV): 10.67

```
22
C4H14N2O2 wB97M-V/def2-TZVPD
O 2.58 0.00 -0.68
C 1.79 0.87 -0.62
C 0.56 0.78 0.33
C -0.36 -0.19 -0.38
C -1.07 0.33 -1.62
N -2.54 0.68 -1.63
N 0.91 0.25 1.70
H 1.62 1.80 -1.20
H 0.12 1.83 0.41
H -1.14 -0.57 0.34
H 0.26 -1.09 -0.58
H -0.81 -0.50 -2.33
H -0.38 1.09 -2.10
H -2.56 1.74 -1.35
H -3.15 0.09 -1.00
H -2.96 0.45 -2.53
H 0.40 0.65 2.47
H 1.91 0.54 1.84
H 0.65 -0.77 1.77
H 1.19 -3.04 1.69
H 1.73 -2.61 3.12
O 1.25 -2.32 2.34
```

=====

Entry two
Formula: C4H14N2O2
Source: OMol25
Level of theory: wB97M-V/def2-TZVPD

## Properties
E_HOMO (eV): -17.60
Molar mass (g mol⁻¹): 122.17
Spin multiplicity: 1
Total charge: +2
Gap between HOMO and LUMO (eV): 10.81

```
22
C4H14N2O2 wB97M-V/def2-TZVPD
O -1.73 -1.11 -0.61
C -1.02 -0.53 -1.40
C 0.19 0.44 -0.64
C 0.81 -0.33 0.40
C -0.06 -0.82 1.69
N 0.69 -1.23 2.82
N 1.30 1.02 -1.50
H -1.06 -0.55 -2.38
H -0.36 1.29 -0.14
H 1.85 0.03 0.72
H 1.41 -1.32 -0.07
H -0.82 -1.53 1.23
H -0.78 0.12 1.97
H 1.61 -1.72 2.57
H 0.11 -1.72 3.45
H 0.77 -0.47 3.50
H 1.60 0.25 -2.09
H 1.95 1.46 -1.07
H 0.95 1.64 -2.28
H -3.07 1.20 -2.32
H -2.19 2.36 -1.81
O -2.16 1.52 -2.04
```

=====

Which is most stable? The ranking, best first, is entry one, entry two.

=====

Entry one
Formula: C4H3Cl2N
Source: OMol25
Level of theory: wB97M-V/def2-TZVPD

## Properties
E_HOMO (eV): -9.88
Molar mass (g mol⁻¹): 135.98
SMILES: CC(C#N)=C(Cl)Cl
Spin multiplicity: 1
Total charge: 0
Gap between HOMO and LUMO (eV): 10.05

```
10
C4H3Cl2N wB97M-V/def2-TZVPD
C 0.01 -0.69 -1.10
C 0.09 0.17 0.12
C 1.06 1.24 0.06
C -0.66 0.06 1.22
H -0.22 -0.10 -1.96
H -0.75 -1.49 -0.99
H 1.00 -1.20 -1.28
N 1.87 2.07 -0.02
Cl -0.53 1.10 2.57
Cl -1.87 -1.16 1.39
```

=====

Entry two
Formula: C4H3Cl2N
Source: OMol25
Level of theory: wB97M-V/def2-TZVPD

## Properties
E_HOMO (eV): -8.57
Molar mass (g mol⁻¹): 135.98
Spin multiplicity: 1
Total charge: 0
Gap between HOMO and LUMO (eV): 8.79

```
10
C4H3Cl2N wB97M-V/def2-TZVPD
C 0.65 -1.15 0.44
C 0.27 -1.56 -0.77
C -0.24 0.32 -0.21
C -0.50 1.63 0.32
N -0.45 -0.37 -1.25
Cl 1.46 -1.80 1.76
Cl 0.49 -3.00 -1.63
H 0.28 2.32 -0.03
H -0.48 1.61 1.41
H -1.47 1.99 -0.02
```

=====

Which is most stable? The ranking, best first, is entry one, entry two.

=====

Entry one
Formula: C6H8N2O4
Source: OMol25
Level of theory: wB97M-V/def2-TZVPD

## Properties
E_HOMO (eV): -8.55
Molar mass (g mol⁻¹): 172.14
SMILES: CN(C=C=O)C(=O)N(C=O)CO
Spin multiplicity: 1
Total charge: 0
Gap between HOMO and LUMO (eV): 9.02

```
20
C6H8N2O4 wB97M-V/def2-TZVPD
C 0.16 1.11 0.04
C 1.40 -2.25 0.94
C -1.79 0.30 1.12
C 0.69 -1.29 0.46
C -1.90 0.65 -1.27
C 2.43 0.36 0.45
N -1.24 0.82 -0.03
N 1.04 0.01 0.19
O 0.55 2.21 -0.19
O 1.91 -3.19 1.37
O -2.91 -0.15 1.29
O -1.05 0.00 -2.22
H -2.20 1.60 -1.82
H -0.96 0.42 1.88
H -0.27 -1.62 0.38
H -2.80 -0.01 -1.15
H 2.71 0.00 1.51
H 3.10 -0.13 -0.27
H 2.53 1.51 0.40
H -1.40 -0.33 -3.07
```

=====

Entry two
Formula: C6H8N2O4
Source: OMol25
Level of theory: wB97M-V/def2-TZVPD

## Properties
E_HOMO (eV): -9.30
Molar mass (g mol⁻¹): 172.14
Spin multiplicity: 1
Total charge: 0
Gap between HOMO and LUMO (eV): 10.01

```
20
C6H8N2O4 wB97M-V/def2-TZVPD
C 0.35 1.20 -0.30
C 3.31 0.10 -0.85
C -1.10 1.64 -0.93
C -1.58 -1.29 0.67
C 0.01 -1.07 0.60
C -1.53 0.19 -0.96
N 0.64 -0.58 1.78
N 0.22 -0.17 -0.52
O 3.61 -0.14 0.24
O 1.22 1.87 0.18
O 3.04 0.39 -1.92
O -2.35 -0.30 -0.03
H -1.71 2.23 -0.37
H -1.12 2.12 -1.89
H -1.89 -2.19 0.24
H -2.03 -1.31 1.73
H 0.39 -2.15 0.46
H -1.63 -0.29 -2.07
H 1.72 -0.57 1.83
H 0.42 0.32 2.11
```

=====

Which is most stable? The ranking, best first, is entry two, entry one.

=====

Entry one
Formula: C2H3N2O2
Source: OMol25
Level of theory: wB97M-V/def2-TZVPD

## Properties
E_HOMO (eV): -14.17
Molar mass (g mol⁻¹): 87.06
Spin multiplicity: 1
Total charge: +1
Gap between HOMO and LUMO (eV): 4.48

```
9
C2H3N2O2 wB97M-V/def2-TZVPD
C -1.30 0.92 -1.11
C -0.40 0.24 -0.17
N -2.03 0.14 -1.74
N 0.12 -0.30 0.77
O -2.91 -0.33 -2.43
O 2.29 -0.45 2.02
H -0.91 1.85 -1.60
H 2.62 -1.12 1.48
H 2.51 -0.96 2.79
```

=====

Entry two
Formula: C2H3N2O2
Source: OMol25
Level of theory: wB97M-V/def2-TZVPD

## Properties
E_HOMO (spin up / spin down) (eV): -15.53 / -14.95
Molar mass (g mol⁻¹): 87.06
Spin multiplicity: 1
Total charge: +1
Gap between HOMO and LUMO (spin up / spin down) (eV): 8.57 / 4.88

```
9
C2H3N2O2 wB97M-V/def2-TZVPD
C 1.37 -1.80 0.19
C -1.81 0.93 0.12
N 2.10 -0.90 0.04
N -0.73 0.54 -0.45
O -1.99 2.09 -0.40
O 2.87 -0.03 -0.12
H 0.63 -2.56 0.49
H -2.27 0.43 0.90
H -0.18 1.30 -0.76
```

=====

Which is most stable? The ranking, best first, is entry one, entry two.

=====

Entry one
Formula: C6H7ClO4
Source: OMol25
Level of theory: wB97M-V/def2-TZVPD

## Properties
E_HOMO (eV): -10.14
Molar mass (g mol⁻¹): 178.57
SMILES: CC(=O)OC(=O)O/C=C\CCl
Spin multiplicity: 1
Total charge: 0
Gap between HOMO and LUMO (eV): 10.67

```
18
C6H7ClO4 wB97M-V/def2-TZVPD
C 3.23 1.82 -0.27
C 2.74 0.39 0.05
C 0.81 -0.80 -0.27
C -1.47 -1.50 -0.14
C -2.74 -1.25 0.05
C -3.20 0.04 0.66
H 3.27 2.05 -1.37
H 2.48 2.56 0.12
H 4.19 2.04 0.25
H -1.00 -2.42 -0.39
H -3.42 -2.01 -0.13
H -2.31 0.75 0.56
H -3.56 -0.14 1.68
O 3.30 -0.54 0.47
O 1.40 0.44 -0.20
O 1.27 -1.79 -0.76
O -0.47 -0.55 0.06
Cl -4.52 0.93 -0.38
```

=====

Entry two
Formula: C6H7ClO4
Source: OMol25
Level of theory: wB97M-V/def2-TZVPD

## Properties
E_HOMO (eV): -9.90
Molar mass (g mol⁻¹): 178.57
SMILES: CC(=O)OC(=O)O/C=C\CCl
Spin multiplicity: 1
Total charge: 0
Gap between HOMO and LUMO (eV): 10.52

```
18
C6H7ClO4 wB97M-V/def2-TZVPD
C -3.42 -1.63 -0.39
C -2.81 -0.39 0.15
C -0.67 0.70 -0.39
C 1.56 1.38 -0.12
C 2.80 1.16 0.21
C 3.19 -0.14 0.76
H -3.22 -1.64 -1.47
H -2.86 -2.44 0.05
H -4.53 -1.53 -0.09
H 1.18 2.28 -0.68
H 3.58 1.87 -0.02
H 2.34 -0.82 0.91
H 3.84 -0.08 1.67
O -3.37 0.52 0.72
O -1.43 -0.42 -0.11
O -1.03 1.69 -0.93
O 0.59 0.44 0.14
Cl 4.25 -0.97 -0.41
```

=====

Which is most stable? The ranking, best first, is entry two, entry one.